1.
{
  "formula": "C17H28N2",
  "method": "the ωB97M-V functional and the def2-TZVPD basis",
  "e_above_lowest_kj_mol": 56.6,
  "multiplicity": 1,
  "orbital_gap_ev": 8.76,
  "max_force_ev_per_a": 0.443,
  "total_energy_ha": -774.05726,
  "smiles": "CC(C)=CCC[C@H](C)CN(C)CCc1ccccn1",
  "lumo_ev": 0.820,
  "elements": ["C", "C", "C", "C", "C", "C", "C", "C", "C", "N", "C", "C", "C", "C", "C", "C", "C", "C", "N", "H", "H", "H", "H", "H", "H", "H", "H", "H", "H", "H", "H", "H", "H", "H", "H", "H", "H", "H", "H", "H", "H", "H", "H", "H", "H", "H", "H"],
  "xyz": [[1.877, -2.709, -0.148], [0.404, -2.790, 0.150], [-0.415, -3.499, -0.889], [-0.153, -2.281, 1.243], [0.540, -1.544, 2.346], [0.017, -0.106, 2.461], [0.331, 0.734, 1.218], [1.796, 1.171, 1.226], [-0.546, 2.001, 1.100], [-1.948, 1.870, 0.754], [-2.862, 1.521, 1.817], [-2.252, 1.167, -0.474], [-1.680, 1.872, -1.715], [-0.287, 1.447, -2.074], [-0.014, 0.133, -2.454], [1.283, -0.214, -2.784], [2.269, 0.760, -2.734], [1.896, 2.040, -2.359], [0.659, 2.375, -2.038], [2.469, -3.036, 0.705], [2.163, -1.685, -0.387], [2.127, -3.340, -0.997], [-0.112, -4.545, -0.956], [-0.257, -3.047, -1.868], [-1.475, -3.462, -0.652], [-1.224, -2.378, 1.377], [1.617, -1.538, 2.191], [0.340, -2.058, 3.291], [-1.059, -0.153, 2.615], [0.456, 0.373, 3.340], [0.163, 0.113, 0.333], [2.040, 1.707, 0.312], [1.987, 1.831, 2.071], [2.459, 0.314, 1.305], [-0.499, 2.553, 2.043], [-0.098, 2.633, 0.328], [-2.529, 1.974, 2.749], [-3.849, 1.927, 1.575], [-2.979, 0.438, 1.973], [-3.343, 1.164, -0.561], [-1.922, 0.114, -0.454], [-2.331, 1.647, -2.564], [-1.690, 2.948, -1.545], [-0.810, -0.596, -2.492], [1.524, -1.224, -3.083], [3.294, 0.533, -2.983], [2.621, 2.843, -2.311]]
}

---

2.
{
  "formula": "C17H28N2O9S3Tl",
  "method": "the ωB97M-V functional and the def2-TZVPD basis",
  "multiplicity": 1,
  "total_charge": 3,
  "orbital_gap_ev": 1.67,
  "max_force_ev_per_a": 8.467,
  "total_energy_ha": -2816.86151,
  "lumo_ev": -15.756,
  "elements": ["C", "C", "O", "O", "C", "C", "C", "C", "C", "C", "S", "O", "O", "O", "C", "O", "S", "O", "O", "C", "C", "C", "C", "C", "S", "C", "N", "N", "C", "O", "C", "H", "H", "H", "H", "H", "H", "H", "H", "H", "H", "H", "H", "H", "H", "H", "H", "H", "H", "H", "H", "H", "H", "H", "H", "H", "H", "H", "H", "Tl"],
  "xyz": [[4.005, 2.844, 0.627], [4.087, 1.381, 1.031], [5.139, 0.907, 1.389], [2.936, 0.571, 0.966], [2.661, 0.196, -0.374], [1.251, -0.439, -0.463], [1.169, -1.092, -1.845], [1.339, -0.060, -3.019], [0.131, -0.046, -4.003], [-0.761, 1.204, -3.845], [-1.047, 2.188, -5.317], [-0.468, 3.478, -5.089], [-2.454, 2.337, -5.472], [-0.392, 1.493, -6.536], [0.270, 0.728, -0.250], [-1.060, 0.408, -0.807], [-1.696, -0.623, 0.211], [-3.142, -0.608, -0.153], [-1.136, -2.186, -0.142], [0.105, -2.543, 0.635], [-0.302, -3.169, 1.973], [-0.675, -2.215, 3.146], [-2.125, -2.515, 3.646], [-2.846, -1.314, 4.308], [-3.727, -0.317, 3.085], [-3.036, 1.187, 3.075], [-2.537, 1.806, 2.006], [-2.044, 2.950, 2.358], [-2.265, 3.043, 3.692], [-2.863, 2.016, 4.161], [1.164, -1.432, 0.735], [4.985, 3.142, 0.286], [3.334, 3.010, -0.212], [3.694, 3.411, 1.497], [3.355, -0.565, -0.733], [2.757, 1.069, -1.017], [1.970, -1.811, -1.981], [0.230, -1.598, -2.047], [2.239, -0.308, -3.566], [1.429, 0.956, -2.653], [-0.481, -0.939, -3.907], [0.563, -0.087, -4.997], [-1.746, 0.864, -3.543], [-0.430, 1.895, -3.081], [0.067, 2.199, -7.032], [0.665, 1.637, -0.682], [0.117, 0.929, 0.806], [0.560, -3.353, 0.076], [-1.119, -3.868, 1.829], [0.552, -3.754, 2.304], [-0.626, -1.155, 2.900], [-0.008, -2.370, 3.986], [-2.057, -3.285, 4.408], [-2.719, -2.859, 2.802], [-3.604, -1.723, 4.977], [-2.214, -0.685, 4.929], [-1.931, 3.918, 4.230], [1.114, -0.847, 1.645], [2.122, -1.947, 0.773], [-2.501, -2.055, -1.725]]
}

---

3.
{
  "formula": "C17H28N3O3",
  "method": "the ωB97M-V functional and the def2-TZVPD basis",
  "e_above_lowest_kj_mol": 681.2,
  "multiplicity": 1,
  "total_charge": 1,
  "orbital_gap_ev": 7.88,
  "max_force_ev_per_a": 4.331,
  "total_energy_ha": -1054.09038,
  "lumo_ev": -3.000,
  "elements": ["O", "N", "C", "N", "C", "C", "C", "C", "C", "C", "C", "C", "C", "C", "C", "C", "N", "H", "H", "H", "H", "H", "H", "H", "H", "H", "H", "H", "H", "H", "H", "H", "H", "H", "H", "H", "H", "O", "C", "O", "C", "C", "C", "H", "H", "H", "H", "H", "H", "H", "H"],
  "xyz": [[4.277, -2.214, -1.176], [3.730, -1.346, -2.068], [3.571, -0.021, -1.821], [4.003, 0.441, -0.517], [3.672, 1.879, -0.248], [4.071, 2.704, -1.561], [3.074, 2.239, -2.715], [1.673, 3.020, -2.524], [0.462, 2.402, -3.377], [-0.892, 2.704, -2.509], [-0.849, 1.693, -1.278], [-0.454, 2.108, 0.187], [-0.402, 1.132, 1.386], [-0.781, -0.357, 1.207], [-1.193, -0.825, -0.237], [-1.205, 0.169, -1.455], [2.940, 0.755, -2.880], [3.494, -2.637, -0.731], [3.416, -1.754, -2.968], [3.628, -0.188, 0.222], [4.258, 2.184, 0.692], [2.535, 1.921, -0.030], [3.830, 3.813, -1.338], [5.178, 2.671, -1.834], [3.515, 2.640, -3.708], [1.465, 3.133, -1.408], [1.853, 4.091, -2.927], [0.496, 1.269, -3.505], [0.415, 2.909, -4.416], [-0.787, 3.809, -2.184], [-1.804, 2.560, -3.200], [-0.174, 3.196, 0.378], [-0.069, 1.562, 2.399], [-0.745, -1.073, 2.096], [-1.490, -1.929, -0.378], [-1.480, -0.225, -2.485], [3.461, 0.519, -3.746], [-3.482, -2.899, 0.902], [-3.856, -3.131, 2.031], [-4.036, -2.119, 2.900], [-4.660, -2.260, 4.186], [-3.655, -2.689, 5.235], [-4.031, -4.543, 2.509], [-5.524, -2.927, 4.132], [-5.050, -1.273, 4.445], [-3.228, -3.668, 5.006], [-4.124, -2.737, 6.220], [-2.822, -1.982, 5.275], [-3.067, -4.933, 2.841], [-4.394, -5.146, 1.675], [-4.766, -4.650, 3.305]]
}